DFT (ωB97M-V with the def2-TZVPD basis set) results for 13 unconnected molecules or ions with the total composition C74H187N13O24.

Computed properties:
Relative energy (zero: lowest compared OMol25 entry of this formula, charge and spin) (kcal/mol): 29.7
Orbital gap (eV): 8.70
E_HOMO (eV): -8.311

Positions of all 298 atoms, in Å:
H1 2.7103 -1.8075 2.6711
H2 0.8472 0.4509 5.1312
H3 -0.8233 2.4590 -0.9239
H4 0.2767 5.0593 -8.4387
O1 -1.4362 -3.3088 -3.3224
H5 -1.8545 -6.7432 0.3275
N1 -1.2558 5.6660 1.9104
C1 -7.4206 2.7213 -3.4366
H6 4.2379 -1.7695 6.8221
O2 6.2401 -6.2939 6.5719
H7 -1.7737 3.8195 0.9926
H8 -4.5161 -1.1731 1.8014
H9 -1.7334 1.4945 0.1062
H10 -4.3447 3.5276 0.3975
H11 4.2652 -6.1893 5.8219
H12 1.9930 -7.1492 4.6780
H13 -1.1382 6.3189 -0.1048
O3 -2.9190 -1.3083 3.1129
H14 -8.4318 2.4633 -3.7511
H15 -5.5200 -0.5001 -1.9161
H16 -7.6413 4.1390 0.4005
O4 -1.1424 2.1750 3.1784
H17 2.5738 -5.0655 3.7814
C2 2.3271 5.3490 2.6320
H18 1.5233 2.2914 -4.1988
C3 5.1684 -5.5848 5.9045
H19 1.1301 -4.3965 -1.8556
H20 2.9538 2.6239 -1.6575
H21 1.8902 4.5741 4.6643
H22 -1.5214 10.3291 0.5558
H23 3.5713 4.1237 -1.9192
H24 -3.8437 7.1376 -0.3806
H25 -2.4627 3.2693 -2.4975
H26 1.2606 0.8283 -0.7045
H27 4.4591 -1.1627 -1.9095
H28 2.9526 -0.2508 -2.0422
H29 -9.0630 5.0146 -0.3619
H30 3.5146 3.7366 0.7145
N2 5.1275 -1.5969 4.0323
H31 -6.6787 0.8683 -3.9536
O5 3.7573 5.3772 4.7066
C4 -8.5561 4.0656 -0.1875
C5 -2.2434 4.2447 -2.9315
H32 0.3118 1.6683 1.8666
C6 0.6822 4.5255 -6.4231
C7 0.2833 -0.4937 0.6222
C8 -0.9539 -8.8049 9.4677
H33 -5.4311 6.4290 -0.2827
H34 -2.9652 -0.7607 1.0444
H35 -2.6779 -2.4126 5.4004
H36 7.2393 -7.1427 4.9687
H37 0.1639 5.6136 -4.0226
H38 -6.9188 3.2044 -4.2750
H39 -0.5593 0.4902 -3.8137
C9 3.3801 2.9903 -3.7850
H40 -4.6720 1.9926 -3.4755
C10 1.7809 0.4300 -6.1838
C11 6.6490 -7.4610 5.8280
H41 -2.7540 1.3646 4.3383
C12 -0.6351 7.8723 1.1315
H42 -0.1976 2.4179 -13.9672
C13 4.5321 0.4466 2.8055
H43 4.7243 1.5379 -0.4274
H44 5.0814 5.6110 -0.3844
N3 1.2938 -4.4412 -4.0206
H45 3.5316 -3.4468 -3.4254
N4 -6.7388 1.4275 -3.1147
C14 4.7729 -1.1114 2.7220
H46 3.6939 6.6003 6.3683
C15 -1.5691 -3.9425 6.1744
H47 -9.1509 3.3799 0.4159
C16 3.3882 -2.4487 6.7517
H48 -1.4669 -3.9235 8.3605
H49 8.3369 6.3775 1.1051
H50 -5.2686 2.0926 -1.7815
H51 3.3228 3.9118 -4.3643
H52 -0.3825 -6.6527 8.0406
C17 -1.7774 -3.4274 3.9176
H53 -1.8954 -2.7421 1.8956
H54 3.7452 0.9528 -5.6984
H55 -1.9496 -0.3836 8.0125
H56 -4.6036 4.4464 -1.5519
C18 2.8945 3.4183 -2.4014
O6 0.7632 -5.5145 2.9515
H57 5.7041 4.0163 -0.1099
O7 -3.8639 5.5612 0.7664
C19 -4.4819 4.0956 -5.8848
H58 2.2627 6.7679 5.3570
C20 -1.6171 3.5063 3.1409
H59 3.0100 3.6010 3.8846
H60 5.8954 -8.1812 5.5093
C21 0.4491 0.8982 0.0198
H61 -2.4403 -6.4976 -2.6521
H62 0.3913 -3.1844 -5.4842
O8 -4.1589 4.2779 -4.4874
N5 -1.1845 -7.9361 -1.9755
C22 -0.0321 -9.7987 -3.1379
H63 1.6278 6.1071 -4.6394
C23 -2.4749 -6.4388 -0.5155
O9 -8.4209 3.2640 -1.3087
N6 2.4653 1.9776 -4.3840
H64 0.1931 1.4622 -9.7783
H65 -0.5715 -3.5173 6.0646
C24 -2.1968 -3.6758 7.5897
H66 -2.7430 -5.3844 -0.4481
H67 3.9279 -3.1924 4.9733
H68 -5.6665 4.5423 0.8213
C25 1.2126 -0.3529 4.4921
H69 8.1418 5.0824 0.0377
H70 -0.2859 4.2076 -10.6948
O10 2.6182 -2.2382 -1.9896
O11 0.2946 -8.2764 9.0814
H71 5.4940 0.8767 3.0848
C26 -0.6799 -11.6280 -1.7816
H72 -1.3100 0.4779 4.2667
H73 -2.1925 3.9354 -5.0034
O12 -1.0796 -10.7126 -2.8004
C27 3.4748 -1.1468 -2.3776
N7 -2.4685 -3.3784 5.1922
H74 -4.6255 -6.1303 0.9151
C28 -4.3728 6.1847 -0.3753
H75 0.5233 2.1975 -7.5653
H76 0.6527 3.6421 -13.3110
C29 0.3183 -7.4826 7.9495
C30 7.5771 5.8994 0.4869
H77 0.4298 -4.9406 -3.8650
H78 2.8772 2.1731 -6.4950
H79 7.3301 -8.0061 6.4815
C31 0.0676 4.1808 -7.8283
N8 0.5646 2.8825 -8.3064
H80 2.0960 0.1154 -7.1787
C32 -2.0543 9.7340 1.2974
H81 -2.0601 -3.0133 -1.2384
H82 -5.1892 -7.7923 0.7148
H83 -1.2511 4.0453 4.0148
H84 1.1001 3.6492 -0.5719
O13 4.0670 1.1214 1.5760
H85 1.1947 -0.9701 0.9836
H86 1.3274 -4.2207 4.5764
C33 -3.5427 -0.7116 1.9675
H87 0.1457 -2.2259 -2.5508
C34 -5.3283 1.5510 -2.7256
C35 -1.7053 -6.6120 -1.8554
C36 -7.4600 3.7282 -2.2773
H88 1.7809 6.2527 2.9024
H89 -3.3460 -3.3160 2.6240
H90 -6.4668 3.9012 -1.8630
H91 -0.6633 -1.6056 -3.9491
H92 0.6425 -3.5502 2.0653
H93 -1.6497 -7.9692 9.5424
H94 -0.1545 8.0257 2.0977
C37 -3.9243 -0.1785 -4.7595
H95 0.4785 3.7192 -5.7185
H96 -3.6952 -7.5055 1.5365
H97 1.6193 4.7380 2.0718
H98 2.3227 -5.4721 -2.5123
H99 4.8223 -0.1224 -0.0637
H100 1.8790 1.6332 1.3688
H101 3.8002 0.7427 3.5570
H102 0.1963 5.0441 -1.2772
H103 1.7629 4.5749 -6.5565
O14 -3.6244 -7.2768 -0.5072
H104 1.2389 3.4583 -10.9738
N9 -2.7021 5.1893 -1.8807
H105 0.4909 -4.8936 1.0028
H106 0.3463 -10.0721 -4.1230
H107 -1.5925 -8.5062 -3.9816
H108 1.5770 -2.4555 -4.6239
C38 -4.3073 -7.1518 0.7068
H109 -0.0514 -7.6665 -3.6841
H110 -3.7226 0.3505 2.1338
H111 4.3484 -1.3966 4.6430
C39 4.7640 -4.3002 6.5498
H112 5.8472 -1.0446 4.4761
H113 -3.9529 0.2457 -2.0734
C40 5.3991 4.9281 0.4035
C41 -0.3811 -0.0363 -6.9916
H114 -0.1655 2.0391 -3.1626
H115 -1.5396 -4.4400 3.5917
H116 -0.9770 4.0155 -7.5643
C42 2.7464 4.6530 3.9945
H117 0.0425 -0.1567 -7.9887
C43 0.7658 -3.1650 -4.4607
H118 -1.8049 9.9214 2.3418
H119 -0.4313 -1.0457 -6.5835
H120 3.4408 -1.7377 1.1192
C44 -4.1263 5.4188 -1.6740
C45 -0.2904 -2.5276 -3.5032
H121 3.5323 -1.1271 -3.4659
H122 -1.4483 -12.3977 -1.7097
H123 -3.9887 3.2853 -6.4217
H124 3.0810 -2.7864 7.7415
H125 4.4146 2.6549 -3.7120
H126 5.6470 -3.6680 6.6441
C46 -2.7934 4.5707 -4.3526
H127 5.4300 -5.4260 4.8583
H128 -0.0648 8.3391 0.3284
H129 0.6021 0.4959 -2.6376
H130 0.4215 6.0171 0.6746
H131 -1.1359 3.8261 -13.2645
C47 3.0563 -3.4812 -2.4451
O15 1.5761 4.0001 -2.4959
H132 -0.7770 -2.9968 3.9588
H133 0.7505 -9.6661 -2.3909
C48 -4.6103 4.3734 1.0316
H134 5.9705 1.0233 0.6627
C49 -0.3338 1.0007 -2.8774
H135 -4.5270 5.9391 -2.5439
H136 3.8349 7.3791 4.7534
C50 1.5295 -5.1677 4.0761
C51 3.6459 -2.0174 2.1526
H137 -1.1792 2.4776 -9.4316
H138 -3.1034 10.0201 1.2217
H139 -2.3757 4.9209 -0.9633
H140 -2.7011 3.5785 3.2285
H141 -0.8815 -1.3153 7.0861
N10 3.4410 5.6711 1.7064
H142 4.1266 6.1815 2.2445
O16 -4.8349 -0.6843 -3.7753
C52 1.1428 4.5043 -1.2464
H143 0.0050 -8.2100 7.2007
H144 -3.1553 -3.4532 -2.4698
H145 0.2568 -12.1842 -1.8178
C53 2.2796 -1.6197 6.1920
C54 1.6457 -6.9184 7.5712
H146 -0.1512 3.8521 1.5364
C55 0.5613 6.2456 -4.8169
H147 -1.1576 4.3327 -2.8938
H148 -1.3170 1.9527 5.2554
H149 -3.9831 -0.8342 -5.6283
C56 -4.9066 0.1064 -2.5824
C57 -1.1539 4.1762 1.8152
H150 2.3767 -7.6939 7.3428
H151 -0.6903 -11.0489 -0.8582
H152 -0.3533 -0.4570 1.5062
H153 -1.4172 0.2806 -7.1107
H154 -0.8814 -5.9435 -2.1051
N11 3.6867 -3.5603 5.8824
H155 -4.1651 0.7918 -5.1937
H156 3.7693 -3.9213 -1.7479
H157 -0.0702 -1.2860 -0.0377
H158 -1.0581 -1.6526 8.8753
C58 -1.5548 -1.3969 7.9394
H159 3.8137 -3.0830 2.3088
H160 5.5960 -1.3441 2.0464
H161 -2.8856 -0.2129 -4.4309
H162 -7.7384 4.6865 -2.7157
C59 -1.6730 1.5039 4.3280
O17 -1.2499 0.7614 -1.7609
H163 -2.2336 5.9188 1.9032
O18 -0.2734 2.4023 -11.8731
C60 -2.4819 -2.6789 2.8122
C61 -0.2997 3.1358 -13.1534
H164 4.3800 -4.5213 7.5457
C62 1.8935 -4.4770 -2.6294
C63 -2.2798 -2.8293 -2.2900
O19 2.4790 -0.9174 4.9444
H165 1.2766 0.1083 3.5066
C64 -0.7373 -8.4268 -3.3104
H166 -3.0479 -4.3199 7.8107
H167 2.5223 -5.4164 6.4937
H168 0.3895 -1.0420 4.3030
N12 1.6288 -5.8865 6.5229
H169 -2.6600 -1.8220 -2.4597
H170 2.0700 -0.8382 6.9223
H171 1.7056 -0.4298 -5.5181
H172 -5.5407 3.8373 -5.8667
H173 4.5798 4.0133 2.1532
C65 4.1276 4.4514 1.2635
C66 1.4002 -6.3440 5.1120
H174 1.9354 5.1654 -0.8961
H175 -4.4819 4.1475 2.0902
H176 0.3439 -6.6065 5.0528
O20 -1.9848 8.3250 1.1041
O21 0.1084 5.7433 -6.0395
C67 3.3400 6.6031 5.3374
H177 1.3954 -2.2545 6.1344
C68 -0.5915 6.3858 0.8359
H178 0.2343 7.2804 -4.7151
H179 -0.9848 -9.1531 10.5001
H180 -1.3472 -9.5097 8.7351
C69 2.7688 1.4372 -5.6982
C70 -0.8969 1.4243 -0.5891
H181 2.0673 -6.4280 8.4486
O22 -2.6157 -2.3298 7.7156
C71 4.9253 0.8582 0.4008
O23 6.4635 5.4376 1.2195
H182 7.2343 6.4591 -0.3833
H183 -1.5029 -5.0205 6.0273
H184 -2.5172 5.6024 -4.5702
H185 2.0534 -4.4399 1.5519
C72 1.0242 -4.5563 1.8915
H186 -4.4506 5.0161 -6.4678
C73 0.1860 3.2314 -10.8063
C74 -0.0952 2.4872 -9.5453
N13 0.9255 1.7869 1.0733
O24 0.3959 0.8829 -6.3264
H187 -1.8900 -8.5822 -1.6514

Löwdin population analysis, charges in e, atoms 1 to 8: 0.051 0.084 0.089 0.123 -0.176 0.118 -0.026 -0.163